(1)
5 unconnected molecules or ions with the total composition C36H72BCl2O17P at a distorted geometry. Source: the OMol25 dataset; level of theory: the ωB97M-V functional and the def2-TZVPD basis.

Values from the calculation:
Maximum force = 3.0 eV/Å
Orbital gap = 9.6 eV
SMILES = CCCCCCCCCCCC[C@](Cl)(COCC[C@@H]1CO1)O[C@H](B(C)O)P(O)Cl.CCOC(=O)OC.CCOC(=O)OC.CCOC(=O)OC.CCOC(=O)OC
DFT total energy = -108319.1265 eV
HOMO level = -9.20 eV
E_LUMO = 0.422 eV

Geometry as ORCA input:
```
! RIJCOSX wB97M-V def2-TZVPD def2/J DEFGRID3
* xyz 0 1
C -3.646 -2.962 -0.060
C -4.932 -2.966 0.777
C -5.143 -1.734 1.641
C -4.417 -1.762 2.990
C -2.957 -1.318 2.963
C -2.787 0.200 2.793
C -2.282 0.680 1.435
C -0.871 0.181 1.129
C -0.561 -0.066 -0.337
C -0.618 1.188 -1.199
C 0.130 1.017 -2.528
C -0.408 1.739 -3.760
C -1.730 1.334 -4.403
Cl -2.184 -0.414 -4.025
C -1.703 1.485 -5.929
O -0.475 1.255 -6.558
C 0.052 -0.057 -6.453
C -0.709 -1.112 -7.227
C -0.187 -2.484 -6.879
C -0.745 -3.602 -7.621
O -1.008 -3.297 -6.157
O -2.713 2.169 -3.877
C -4.036 2.119 -4.431
B -4.421 3.436 -5.208
C -5.854 3.618 -5.815
O -3.458 4.383 -5.361
P -5.310 1.906 -3.091
O -4.799 0.500 -2.529
Cl -4.434 3.281 -1.828
H -3.875 -3.010 -1.119
H -3.007 -3.808 0.163
H -3.088 -2.050 0.105
H -4.984 -3.857 1.397
H -5.767 -3.029 0.086
H -4.860 -0.840 1.099
H -6.203 -1.651 1.865
H -4.950 -1.100 3.667
H -4.491 -2.782 3.359
H -2.417 -1.856 2.192
H -2.525 -1.607 3.917
H -2.050 0.544 3.514
H -3.738 0.675 3.016
H -2.983 0.411 0.651
H -2.254 1.765 1.473
H -0.681 -0.729 1.691
H -0.166 0.915 1.514
H 0.439 -0.489 -0.403
H -1.251 -0.807 -0.740
H -0.108 1.972 -0.640
H -1.633 1.546 -1.341
H 1.113 1.454 -2.373
H 0.317 -0.033 -2.726
H -0.556 2.779 -3.485
H 0.360 1.721 -4.522
H -1.968 2.518 -6.128
H -2.483 0.865 -6.368
H 0.173 -0.363 -5.416
H 1.049 0.022 -6.874
H -1.757 -1.144 -6.950
H -0.579 -0.967 -8.294
H 0.875 -2.552 -6.659
H -0.222 -4.542 -7.561
H -1.740 -3.578 -8.027
H -4.210 1.249 -5.066
H -6.341 4.504 -5.413
H -6.516 2.783 -5.620
H -5.790 3.759 -6.890
H -3.799 5.275 -5.394
H -3.858 0.486 -2.301
C 1.736 4.262 5.991
C 1.517 2.779 6.196
O 1.577 2.050 4.959
C 2.798 1.824 4.492
O 3.832 2.145 5.017
O 2.689 1.176 3.337
C 3.932 0.921 2.675
H 1.033 4.651 5.254
H 1.588 4.794 6.931
H 2.746 4.463 5.636
H 0.517 2.586 6.578
H 2.235 2.360 6.900
H 4.630 0.418 3.340
H 4.368 1.852 2.316
H 3.691 0.279 1.834
C 7.510 -4.770 -5.974
C 6.455 -5.283 -6.929
O 5.277 -5.734 -6.241
C 4.460 -4.774 -5.825
O 4.601 -3.593 -6.002
O 3.437 -5.344 -5.193
C 2.499 -4.418 -4.640
H 7.742 -5.526 -5.224
H 8.421 -4.527 -6.520
H 7.166 -3.874 -5.460
H 6.813 -6.160 -7.462
H 6.179 -4.528 -7.664
H 2.160 -3.716 -5.395
H 2.944 -3.878 -3.806
H 1.658 -5.004 -4.282
C -3.455 -4.404 9.644
C -3.399 -4.090 8.165
O -4.572 -3.392 7.717
C -4.607 -2.096 8.009
O -3.753 -1.471 8.578
O -5.757 -1.602 7.555
C -5.964 -0.220 7.857
H -4.369 -4.949 9.881
H -2.599 -5.015 9.927
H -3.439 -3.491 10.236
H -3.386 -5.005 7.577
H -2.513 -3.510 7.912
H -5.120 0.380 7.526
H -6.118 -0.083 8.926
H -6.860 0.068 7.316
C 8.520 4.823 1.090
C 8.955 5.674 2.262
O 7.929 5.784 3.260
C 7.795 4.724 4.054
O 8.468 3.728 4.021
O 6.800 4.964 4.898
C 6.500 3.881 5.791
H 7.586 5.203 0.673
H 9.283 4.840 0.312
H 8.363 3.791 1.398
H 9.140 6.699 1.946
H 9.866 5.290 2.719
H 7.392 3.566 6.328
H 6.072 3.046 5.245
H 5.765 4.269 6.489
*
```

(2)
A molecular structure, C36H72Br2FN2O10PSSi2 at a distorted geometry. Source: the OMol25 dataset; level of theory: the ωB97M-V functional and the def2-TZVPD basis.

Values from the calculation:
Maximum force = 3.8 eV/Å
Orbital gap (alpha / beta) = 8.2 / 8.1 eV
DFT total energy = -240635.1725 eV
HOMO level (alpha / beta) = -8.07 / -8.07 eV
E_LUMO (alpha / beta) = 0.134 / 0.001 eV

Geometry as ORCA input:
```
! RIJCOSX wB97M-V def2-TZVPD def2/J DEFGRID3
* xyz 0 3
C -1.539 -3.946 1.048
C -2.662 -2.980 0.570
P -3.086 -3.143 -1.237
C -4.800 -2.526 -1.621
C -5.801 -3.734 -1.376
Si -1.526 -2.323 -2.563
C 0.160 -3.061 -2.079
C 1.372 -2.118 -2.315
C 2.350 -2.653 -3.417
O 2.121 -2.156 -1.073
O -1.513 -0.629 -2.755
Si -1.511 0.275 -1.335
C -0.304 -0.309 -0.011
C -0.488 0.536 1.324
C 0.680 1.547 1.500
S 2.240 0.762 1.971
O 2.982 1.672 2.778
O 1.922 -0.451 2.640
O 3.046 0.494 0.597
C -3.281 0.553 -0.691
C -4.229 1.044 -1.816
O -5.118 2.082 -1.327
C -6.300 1.541 -0.934
O -6.823 1.863 0.053
C -0.910 2.033 -1.835
C 0.464 2.001 -2.465
O 0.670 1.422 -3.435
F 1.433 2.694 -1.789
C -1.896 -3.001 -4.333
Br -2.858 -4.731 -4.241
C -2.907 -1.942 -4.981
C -2.177 -0.941 -5.925
Br -4.409 -2.800 -5.964
H -1.741 -4.121 2.118
H -0.534 -3.493 1.013
H -1.549 -4.921 0.543
H -3.570 -3.272 1.130
H -2.412 -1.961 0.914
H -5.154 -1.705 -0.978
H -4.937 -2.242 -2.678
H -5.214 -4.657 -1.504
H -6.606 -3.758 -2.122
H -6.177 -3.664 -0.346
H 0.198 -3.442 -1.050
H 0.313 -3.939 -2.734
H 1.110 -1.060 -2.482
H 3.368 -2.450 -3.044
H 2.276 -3.740 -3.547
H 2.233 -2.087 -4.356
H 2.853 -1.525 -1.125
H -0.352 -1.378 0.228
H 0.704 -0.043 -0.376
H -1.398 1.155 1.257
H -0.558 -0.167 2.164
H 0.406 2.198 2.344
H 0.794 2.121 0.567
H 3.175 1.324 0.103
H -3.200 1.394 0.023
H -3.676 -0.309 -0.137
H -4.867 0.238 -2.213
H -3.669 1.434 -2.682
H -6.818 0.768 -1.546
H -1.648 2.407 -2.562
H -0.993 2.668 -0.937
H -0.988 -3.110 -4.941
H -3.409 -1.347 -4.208
H -2.541 -1.101 -6.947
H -2.489 0.079 -5.641
H -1.083 -0.967 -5.833
C 7.787 3.475 -3.433
C 7.122 4.862 -3.604
C 7.258 5.706 -2.326
C 6.276 5.339 -1.219
C 4.851 5.339 -1.763
C 4.685 4.420 -2.976
N 5.703 4.691 -4.039
O 5.343 5.775 -4.666
C 4.759 2.955 -2.492
C 3.256 4.554 -3.516
C 7.995 5.536 -4.672
H 7.142 2.706 -3.022
H 8.124 3.086 -4.396
H 8.659 3.538 -2.780
H 7.103 6.762 -2.572
H 8.279 5.636 -1.943
H 6.536 4.369 -0.786
H 6.357 6.066 -0.407
H 4.162 5.035 -0.969
H 4.572 6.365 -2.025
H 4.789 2.261 -3.335
H 3.876 2.708 -1.899
H 5.606 2.753 -1.839
H 3.003 5.582 -3.777
H 2.533 4.240 -2.771
H 3.110 3.928 -4.400
H 7.899 5.038 -5.638
H 9.044 5.490 -4.375
H 7.749 6.590 -4.808
C -3.751 -0.596 6.752
C -3.732 -2.125 6.515
C -3.354 -2.882 7.799
C -1.863 -2.883 8.118
C -1.070 -3.365 6.908
C -1.366 -2.547 5.648
N -2.832 -2.445 5.366
O -3.220 -3.582 4.857
C -0.728 -1.150 5.812
C -0.608 -3.156 4.465
C -5.204 -2.451 6.228
H -2.799 -0.098 6.603
H -4.446 -0.106 6.066
H -4.073 -0.363 7.769
H -3.676 -3.926 7.711
H -3.906 -2.471 8.648
H -1.541 -1.886 8.433
H -1.673 -3.545 8.966
H -0.001 -3.322 7.136
H -1.297 -4.423 6.735
H -1.030 -0.480 5.004
H 0.361 -1.223 5.783
H -0.954 -0.676 6.766
H -0.854 -4.206 4.306
H 0.468 -3.114 4.634
H -0.820 -2.607 3.545
H -5.535 -2.006 5.287
H -5.834 -2.050 7.025
H -5.393 -3.523 6.181
*
```

(3)
9 unconnected molecules or ions with the total composition C36H72O18 at a distorted geometry. Source: the OMol25 dataset; level of theory: the ωB97M-V functional and the def2-TZVPD basis.

Values from the calculation:
Maximum force = 4.4 eV/Å
Orbital gap = 10.2 eV
SMILES = CCOC(C)=O.CCOC(C)=O.CCOC(C)=O.CCOC(C)=O.CCOC(C)=O.CCOC(C)=O.CCOC(C)=O.CCOC(C)=O.CCOC(C)=O
ΔE to the lowest compared entry with this formula, charge and spin = 48.1 kcal per mole
DFT total energy = -75355.0844 eV
HOMO level = -9.64 eV
E_LUMO = 0.511 eV

Geometry as ORCA input:
```
! RIJCOSX wB97M-V def2-TZVPD def2/J DEFGRID3
* xyz 0 1
O 7.841 11.224 13.546
C 8.192 10.123 13.974
O 9.510 9.667 14.138
C 10.622 10.546 14.068
C 10.822 11.258 15.470
C 7.183 8.999 14.218
H 10.563 11.156 13.167
H 11.552 10.045 13.797
H 10.950 10.641 16.359
H 9.925 11.873 15.542
H 11.749 11.822 15.362
H 7.276 8.631 15.240
H 7.319 8.149 13.551
H 6.189 9.404 14.024
O 9.701 16.286 11.295
C 9.011 15.476 11.933
O 7.712 15.619 12.354
C 6.933 16.763 12.071
C 7.128 17.743 13.250
C 9.640 14.157 12.398
H 5.872 16.516 12.022
H 7.146 17.179 11.086
H 8.138 18.153 13.261
H 6.808 17.224 14.154
H 6.495 18.597 13.007
H 9.356 13.381 11.686
H 9.257 13.857 13.374
H 10.710 14.296 12.549
O 14.309 18.877 16.978
C 14.637 19.982 17.424
O 14.161 20.618 18.505
C 13.143 19.993 19.284
C 12.825 20.857 20.553
C 15.685 20.811 16.765
H 13.434 18.999 19.625
H 12.183 19.898 18.778
H 12.028 20.461 21.182
H 12.505 21.827 20.171
H 13.737 21.036 21.122
H 15.614 21.774 17.271
H 15.466 20.826 15.697
H 16.693 20.433 16.935
O 12.395 10.895 11.357
C 13.417 11.588 11.372
O 14.415 11.634 10.469
C 14.360 10.789 9.269
C 15.076 9.446 9.421
C 13.766 12.495 12.490
H 14.889 11.310 8.470
H 13.349 10.748 8.863
H 16.158 9.514 9.535
H 14.873 8.822 8.551
H 14.618 8.972 10.289
H 14.081 11.960 13.387
H 12.878 13.045 12.800
H 14.504 13.210 12.125
O 8.919 20.544 12.144
C 9.823 20.885 12.878
O 10.937 20.185 13.205
C 11.018 18.795 12.829
C 12.551 18.536 12.746
C 9.773 22.221 13.559
H 10.511 18.522 11.904
H 10.548 18.190 13.605
H 12.721 17.544 12.329
H 13.037 18.566 13.721
H 13.069 19.170 12.026
H 10.691 22.779 13.374
H 9.697 21.974 14.618
H 8.844 22.733 13.307
O 13.128 12.473 17.721
C 12.272 12.320 18.614
O 12.245 11.236 19.325
C 13.315 10.335 19.306
C 14.577 10.878 20.035
C 11.072 13.250 18.822
H 13.484 10.061 18.265
H 12.962 9.469 19.867
H 14.397 11.219 21.054
H 15.045 11.703 19.498
H 15.309 10.071 20.020
H 11.399 14.108 19.409
H 10.321 12.704 19.393
H 10.667 13.710 17.920
O 9.353 16.008 23.483
C 8.519 16.241 22.625
O 7.310 15.642 22.525
C 6.889 14.641 23.554
C 6.314 15.303 24.810
C 8.755 17.295 21.526
H 7.663 13.920 23.816
H 6.146 13.997 23.083
H 5.836 14.484 25.349
H 5.564 16.065 24.595
H 7.096 15.765 25.411
H 8.671 16.686 20.627
H 9.702 17.819 21.660
H 7.909 17.981 21.516
O 10.061 20.955 17.766
C 9.422 21.966 17.662
O 9.885 23.221 17.573
C 11.276 23.480 17.719
C 12.068 23.515 16.427
C 7.957 21.981 17.581
H 11.733 22.842 18.475
H 11.293 24.446 18.224
H 11.999 22.577 15.876
H 13.090 23.819 16.652
H 11.653 24.218 15.705
H 7.508 22.529 18.409
H 7.735 20.920 17.696
H 7.624 22.294 16.591
O 10.228 15.834 15.078
C 11.398 15.964 15.413
O 11.864 16.965 16.180
C 11.024 17.923 16.845
C 10.623 17.389 18.247
C 12.434 15.041 14.818
H 10.205 18.193 16.179
H 11.449 18.917 16.986
H 10.013 16.499 18.096
H 10.095 18.104 18.877
H 11.474 17.064 18.846
H 12.264 14.002 15.099
H 13.420 15.358 15.160
H 12.372 15.115 13.732
*
```